Record 1
Computed, not measured: the molecule C4H5NO2 at a distorted geometry, with wB97M-V/def2-TZVPD.

Geometry as ORCA input:
```
! RIJCOSX wB97M-V def2-TZVPD def2/J DEFGRID3
* xyz 0 1
O 0.724 -2.691 -0.683
C 0.140 -1.780 -1.207
C -0.659 -0.707 -0.449
O -1.796 -0.914 -0.822
N -0.489 0.253 0.538
C 0.061 1.566 0.203
C 0.530 0.784 1.382
H -0.160 -1.737 -2.274
H -0.686 2.365 0.235
H 0.810 1.690 -0.584
H 1.438 0.192 1.364
H 0.203 1.130 2.366
*
```

The value obtained for the energy above the lowest of the compared OMol25 structures with the same formula, charge and spin is 3.284 eV. The SMILES is O=CC(=O)N1CC1. The value obtained for the orbital gap is 9.84 eV. The value obtained for the LUMO energy is 0.264 eV. As for the total energy: -9811.03128 eV.

In elementary charge units, the Mulliken charges are:
1. O -0.45
2. C 0.08
3. C 0.47
4. O -0.48
5. N -0.17
6. C -0.53
7. C -0.15
8. H 0.29
9. H 0.24
10. H 0.25
11. H 0.26
12. H 0.18


Record 2
Computed, not measured: a structure of composition C4H5NO2 at a distorted geometry, with wB97M-V/def2-TZVPD.

Geometry as ORCA input:
```
! RIJCOSX wB97M-V def2-TZVPD def2/J DEFGRID3
* xyz 0 1
O -0.387 -2.761 0.037
C 0.213 -1.750 -0.217
C -0.462 -0.332 -0.369
C -0.077 0.132 0.979
N -0.044 1.979 0.707
C 0.167 2.019 -0.504
O 0.171 0.445 -1.299
H 1.301 -1.707 -0.433
H -1.547 -0.488 -0.504
H -0.695 -0.274 1.796
H 0.994 0.072 1.169
H 0.366 2.664 -1.361
*
```

The value obtained for the energy above the lowest of the compared OMol25 structures with the same formula, charge and spin is 3.751 eV. The value obtained for the orbital gap is 10.29 eV. The value obtained for the LUMO energy is 0.264 eV. As for the total energy: -9810.56383 eV.

In elementary charge units, the Mulliken charges are:
1. O -0.46
2. C -0.12
3. C 0.38
4. C -0.59
5. N -0.51
6. C 0.17
7. O -0.54
8. H 0.36
9. H 0.30
10. H 0.35
11. H 0.33
12. H 0.34


Copy entry 1 word for word.
Computed, not measured: the molecule C4H5NO2 at a distorted geometry, with wB97M-V/def2-TZVPD.

Geometry as ORCA input:
```
! RIJCOSX wB97M-V def2-TZVPD def2/J DEFGRID3
* xyz 0 1
O 0.724 -2.691 -0.683
C 0.140 -1.780 -1.207
C -0.659 -0.707 -0.449
O -1.796 -0.914 -0.822
N -0.489 0.253 0.538
C 0.061 1.566 0.203
C 0.530 0.784 1.382
H -0.160 -1.737 -2.274
H -0.686 2.365 0.235
H 0.810 1.690 -0.584
H 1.438 0.192 1.364
H 0.203 1.130 2.366
*
```

The value obtained for the energy above the lowest of the compared OMol25 structures with the same formula, charge and spin is 3.284 eV. The SMILES is O=CC(=O)N1CC1. The value obtained for the orbital gap is 9.84 eV. The value obtained for the LUMO energy is 0.264 eV. As for the total energy: -9811.03128 eV.

In elementary charge units, the Mulliken charges are:
1. O -0.45
2. C 0.08
3. C 0.47
4. O -0.48
5. N -0.17
6. C -0.53
7. C -0.15
8. H 0.29
9. H 0.24
10. H 0.25
11. H 0.26
12. H 0.18


Question: The lowest orbital gap belongs to which entry?
Answer: number 1


Question: What is the energy above the lowest of the compared OMol25 structures with the same formula, charge and spin in the first record?
Answer: 3.284 eV